Run one
A single C3H6N4O molecule, computed with wB97M-V/def2-TZVPD.

Cartesian coordinates (Å):
C  2.8793  -1.0463  0.1708
C  1.7534  -0.1531  0.1076
C  -2.5368  -0.2259  0.0286
N  1.2285  0.9824  0.3938
N  0.3138  1.8325  -0.0885
N  -0.8554  1.3420  -0.3317
N  -1.1480  0.1554  -0.1233
O  1.7820  -1.2828  -0.6681
H  3.8977  -1.0666  -0.2807
H  2.8197  -1.6421  1.0822
H  -2.5299  -0.9811  0.8257
H  -3.2050  0.6478  0.1493
H  -2.7534  -0.7455  -0.8625
H  -1.6457  2.1833  -0.4031

- Frontier orbital gap: 8.72 eV
- E_HOMO: -7.92 eV
- 2S+1: 1
- Lowest unoccupied orbital energy: 0.809 eV

natural (NBO) population analysis, charges in e, atoms 1 to 2: -0.151, 0.531

---

Run two
A single C3H6N4O molecule, computed with wB97M-V/def2-TZVPD.

Cartesian coordinates (Å):
H  2.2033  1.8372  0.5414
N  1.8092  1.2719  -0.2911
C  1.6442  0.2044  0.3163
N  1.2634  -0.8230  -0.6946
O  0.6146  -2.0027  -0.2907
C  -0.7119  -1.8219  0.0983
N  -1.4880  -0.8355  -0.0522
N  -1.3482  0.3084  -0.6790
C  -1.6930  1.3835  -0.0549
H  1.8511  -0.2278  1.4060
H  0.7920  -0.3822  -1.5951
H  -1.0692  -2.6474  0.8900
H  -1.9870  1.4187  0.9820
H  -1.8805  2.3165  -0.5763

- Frontier orbital gap: 9.59 eV
- E_HOMO: -8.97 eV
- 2S+1: 1
- Structure (SMILES): [H]/N=C/NO/C=N\N=C
- Lowest unoccupied orbital energy: 0.623 eV

natural (NBO) population analysis, charges in e, atoms 1 to 2: 0.341, -0.625

---

Run three
A single C3H6N4O molecule, computed with wB97M-V/def2-TZVPD.

Cartesian coordinates (Å):
C  0.7656  0.8389  -1.4390
N  -0.1918  0.5024  -0.3794
C  -0.7233  1.3918  0.4605
N  -0.9719  0.9518  1.6229
C  -0.5375  -0.3794  1.6689
O  -0.8039  -1.2755  2.4704
N  0.1257  -0.5850  0.3994
N  0.0505  -1.9041  -0.1017
H  1.7344  0.8187  -0.9956
H  0.5810  1.8589  -1.9385
H  0.6303  0.1811  -2.3081
H  -0.7114  2.4213  0.0919
H  -0.7704  -2.4313  0.2366
H  0.8228  -2.3896  0.2117

- Frontier orbital gap: 9.80 eV
- E_HOMO: -9.20 eV
- 2S+1: 1
- Structure (SMILES): Cn1cnc(=O)n1N
- Lowest unoccupied orbital energy: 0.600 eV

natural (NBO) population analysis, charges in e, atoms 1 to 2: -0.423, -0.225

---

Run four
A single C3H6N4O molecule, computed with wB97M-V/def2-TZVPD.

Cartesian coordinates (Å):
N  -2.5062  -0.0093  -1.3105
N  -1.1609  -0.2492  -1.4956
C  -0.2205  -0.0851  -0.4989
N  1.0568  -0.0742  -0.7689
C  1.8950  -0.0869  0.4303
C  1.2687  0.3366  1.6603
N  -0.0153  0.2967  1.8411
O  -0.8033  -0.0620  0.7093
H  -2.6008  1.0559  -1.1097
H  -2.8655  -0.5932  -0.5340
H  -0.9365  -0.3292  -2.4712
H  2.9232  0.3793  0.3443
H  2.1506  -1.1664  0.6605
H  1.8146  0.5872  2.5429

- Frontier orbital gap: 9.61 eV
- E_HOMO: -8.79 eV
- 2S+1: 1
- Structure (SMILES): NNC1=NCC=NO1
- Lowest unoccupied orbital energy: 0.818 eV

natural (NBO) population analysis, charges in e, atoms 1 to 2: -0.642, -0.463

---

Stability ranking, top and bottom: run three is the most stable and run one is the least stable.

---

Run one
A single C3H6N4O molecule, computed with wB97M-V/def2-TZVPD.

Cartesian coordinates (Å):
C  -2.0263  -1.0897  -0.1954
N  -1.3617  0.1598  -0.3758
C  -0.1331  0.3644  -0.2222
N  0.3359  1.6602  -0.3455
N  0.8826  -0.5267  0.1797
C  2.0817  -0.3761  0.0770
N  3.2517  -0.0637  0.1980
O  4.3555  -0.6284  -0.4241
H  -3.0458  -0.8612  0.1186
H  -1.5411  -1.7397  0.5391
H  -2.0768  -1.6131  -1.1554
H  1.3078  1.7801  -0.5852
H  -0.3062  2.3114  -0.7633
H  4.9574  -0.8873  0.2889

- Frontier orbital gap: 9.12 eV
- E_HOMO: -8.97 eV
- 2S+1: 1
- Structure (SMILES): C/N=C(/N)N=C=NO
- Lowest unoccupied orbital energy: 0.159 eV

natural (NBO) population analysis, charges in e, atoms 1 to 2: -0.431, -0.488

---

Run two
A single C3H6N4O molecule, computed with wB97M-V/def2-TZVPD.

Cartesian coordinates (Å):
H  -0.6463  1.8682  -2.7832
N  0.4370  1.8653  -2.7671
C  0.9046  1.5569  -1.6267
N  0.1930  0.9392  -0.4586
C  0.9158  0.1813  0.3182
O  2.1945  0.0538  0.4215
N  0.2602  -0.7728  1.0036
N  -1.1248  -0.7803  0.9725
C  -1.6751  -1.7102  1.6575
H  1.9955  1.7481  -1.4019
H  -0.7282  0.8701  -0.5276
H  1.0882  -1.3697  1.4165
H  -1.0335  -2.5162  2.2580
H  -2.7807  -1.9337  1.5171

- Frontier orbital gap: 10.33 eV
- E_HOMO: -9.56 eV
- 2S+1: 1
- Structure (SMILES): [H]/N=C\NC(=O)NN=C
- Lowest unoccupied orbital energy: 0.762 eV

natural (NBO) population analysis, charges in e, atoms 1 to 2: 0.334, -0.631

---

Run three
A single C3H6N4O molecule, computed with wB97M-V/def2-TZVPD.

Cartesian coordinates (Å):
H  -2.6511  1.0113  0.2937
N  -1.9581  0.8133  1.0435
C  -0.9160  0.3137  0.4274
N  0.1324  -0.3992  1.1028
C  1.1081  -0.7895  0.2720
N  2.2799  -1.3560  0.7702
C  0.7931  -0.3007  -0.9855
N  -0.5063  0.2652  -0.9081
O  -0.9348  1.4515  -1.6181
H  0.0735  -0.4997  2.1231
H  2.3213  -1.1437  1.7348
H  2.5072  -2.2949  0.4939
H  1.3468  -0.3425  -1.8948
H  -1.6658  1.0539  -2.1484

- Frontier orbital gap: 7.91 eV
- E_HOMO: -7.21 eV
- 2S+1: 1
- Structure (SMILES): [H]/N=c1/[nH]c(N)cn1O
- Lowest unoccupied orbital energy: 0.702 eV

natural (NBO) population analysis, charges in e, atoms 1 to 2: 0.343, -0.764

---

Run four
A single C3H6N4O molecule, computed with wB97M-V/def2-TZVPD.

Cartesian coordinates (Å):
C  -0.4896  -0.2465  -1.8414
N  0.3556  0.2066  -0.6715
N  1.6212  0.5916  -0.9600
N  2.3011  0.5140  0.1164
C  1.4520  0.1484  1.2224
O  1.6554  0.0961  2.3776
N  0.2490  -0.2254  0.5784
C  -1.0523  0.0049  1.2724
H  -0.6684  -1.3997  -1.6689
H  -1.4445  0.4194  -1.9658
H  0.2186  -0.0305  -2.7773
H  -0.9147  -0.2868  2.2829
H  -1.7864  -0.7492  0.8626
H  -1.4970  0.9571  1.1723

- Frontier orbital gap: 9.36 eV
- E_HOMO: -9.02 eV
- 2S+1: 1
- Structure (SMILES): Cn1nnc(=O)n1C
- Lowest unoccupied orbital energy: 0.345 eV

natural (NBO) population analysis, charges in e, atoms 1 to 2: -0.451, -0.069

---

Stability ranking, top and bottom: run two is the most stable and run one is the least stable.

---

Run one
2 unconnected molecules or ions with the total composition C3H6N4O, computed with wB97M-V/def2-TZVPD.

Cartesian coordinates (Å):
C  2.0278  1.1642  0.0618
C  0.8668  0.4064  -0.0786
C  -2.3777  -0.6285  0.3558
N  3.0342  0.3069  0.0714
N  1.1604  -0.8729  -0.1574
N  2.4798  -0.8829  -0.0602
N  -1.5239  1.3960  -0.4609
O  -2.2109  0.7662  0.4807
H  2.1556  2.2201  0.1508
H  -2.9222  -0.9538  1.2400
H  -1.3858  -1.1024  0.3185
H  -2.9401  -0.8965  -0.5485
H  3.0263  -1.7306  -0.0859
H  -1.3903  0.8079  -1.2875

- Frontier orbital gap (spin up / spin down): 10.17 / 8.33 eV
- E_HOMO (spin up / spin down): -9.91 / -8.99 eV
- 2S+1: 1
- Lowest unoccupied orbital energy (spin up / spin down): 0.263 / -0.660 eV

natural (NBO) population analysis, charges in e, atoms 1 to 2: -0.188, 0.197

---

Run two
A single C3H6N4O molecule, computed with wB97M-V/def2-TZVPD.

Cartesian coordinates (Å):
C  1.8391  -0.6741  0.2257
N  0.6433  -0.0326  -0.3577
N  0.7752  1.1848  -0.9895
C  -0.3837  1.7639  -0.8415
C  -1.3943  0.8618  -0.2513
O  -2.6616  0.9763  -0.1094
N  -0.4842  -0.0768  0.3332
N  -0.9175  -1.3245  0.9069
H  2.5732  -0.3606  -0.4888
H  1.7750  -1.8023  0.1701
H  2.0855  -0.2781  1.2756
H  -0.7444  2.6645  -1.3857
H  -1.7489  -0.9605  1.6145
H  -1.3567  -1.9419  -0.1021

- Frontier orbital gap: 8.76 eV
- E_HOMO: -8.64 eV
- 2S+1: 1
- Structure (SMILES): Cn1ncc(=O)n1N
- Lowest unoccupied orbital energy: 0.118 eV

natural (NBO) population analysis, charges in e, atoms 1 to 2: -0.424, -0.067

---

Stability ranking, top and bottom: run two is the most stable and run one is the least stable.

---

Run one
A molecular structure, C3H6N4O, computed with wB97M-V/def2-TZVPD.

Cartesian coordinates (Å):
C  2.0839  -0.5431  0.1828
C  -0.3464  1.7981  0.2403
C  -1.2441  0.5369  0.3204
H  1.9906  -0.3718  1.3103
H  2.9459  -0.2012  -0.3540
H  1.8022  -1.5004  -0.1019
H  -0.5948  2.7913  -0.3341
H  -2.8532  -0.6777  0.0759
H  -1.7875  -1.3695  -0.9880
N  0.7777  0.0009  -0.2479
N  0.7969  1.3584  -0.3289
N  -2.3963  0.2894  -0.0213
N  -0.2950  -0.5091  0.3577
O  -0.8799  -1.6022  -0.1113

- Frontier orbital gap: 9.03 eV
- E_HOMO: -8.91 eV
- 2S+1: 1
- Lowest unoccupied orbital energy: 0.123 eV

natural (NBO) population analysis, charges in e, atoms 1 to 2: -0.415, -0.131

---

Run two
A molecular structure, C3H6N4O, computed with wB97M-V/def2-TZVPD.

Cartesian coordinates (Å):
C  0.0371  0.5701  -0.1942
C  1.3623  -0.0850  -0.1559
C  -0.0429  -1.7247  -0.1253
H  -0.1081  2.0128  1.0463
H  0.4478  2.6007  -0.5018
H  3.2451  -0.5257  -0.0697
H  -0.5572  -2.6624  0.0253
H  -2.6334  -0.6116  1.0842
H  -2.3645  0.6659  -0.6153
N  -0.3529  1.9186  -0.0607
N  1.2905  -1.4846  -0.0060
N  -0.8371  -0.5230  -0.1786
N  -2.1373  -0.4438  -0.1715
O  2.6505  0.2927  -0.0768

- Frontier orbital gap: 7.84 eV
- E_HOMO: -7.48 eV
- 2S+1: 1
- Lowest unoccupied orbital energy: 0.361 eV

natural (NBO) population analysis, charges in e, atoms 1 to 2: 0.124, 0.369

---

Run three
A single C3H6N4O molecule, computed with wB97M-V/def2-TZVPD.

Cartesian coordinates (Å):
H  0.9103  -0.0334  -2.4838
N  0.6074  -0.8068  -1.8928
C  0.2138  -0.4132  -0.7137
N  0.2300  -1.6182  0.1180
N  -0.6906  -1.2419  1.1436
C  -0.2807  0.1627  1.4764
C  0.1303  0.6862  0.2277
N  0.1360  1.9076  -0.2128
O  0.2149  1.9209  -1.6086
H  -0.2125  -2.3430  -0.3878
H  -0.7215  -1.8834  2.0719
H  0.2694  0.0758  2.3678
H  -1.1855  0.6395  1.5284
H  0.3786  2.9472  -1.6343

- Frontier orbital gap: 8.17 eV
- E_HOMO: -8.12 eV
- 2S+1: 1
- Structure (SMILES): [H]/N=C1/NNC/C1=N/O
- Lowest unoccupied orbital energy: 0.053 eV

natural (NBO) population analysis, charges in e, atoms 1 to 2: 0.353, -0.606

---

Run four
A single C3H6N4O molecule, computed with wB97M-V/def2-TZVPD.

Cartesian coordinates (Å):
N  -2.5964  0.1477  0.1357
C  -1.2671  0.0149  -0.0589
N  -0.4521  -1.0214  -0.2195
C  0.8397  -0.5674  0.0476
N  2.1106  -1.1320  0.0332
C  0.8191  0.7358  0.0348
O  2.0602  1.5391  -0.0275
N  -0.4630  1.2102  0.0615
H  -3.3607  0.2426  -0.5769
H  -3.0469  -0.6788  0.7503
H  1.7624  -1.6730  -0.7174
H  1.9425  -1.8381  0.7616
H  2.7239  0.9249  0.2542
H  -1.0723  2.0954  -0.4788

- Frontier orbital gap: 8.61 eV
- E_HOMO: -7.94 eV
- 2S+1: 1
- Structure (SMILES): Nc1nc(N)c(O)[nH]1
- Lowest unoccupied orbital energy: 0.666 eV

natural (NBO) population analysis, charges in e, atoms 1 to 2: -0.869, 0.474

---

Stability ranking, top and bottom: run four is the most stable and run one is the least stable.